Run one
Density functional theory data (wB97M-V/def2-TZVPD) for a structure of composition C11H15NO.

Highest occupied orbital energy (eV): -8.336
Net charge: 0

The geometry in XYZ format:
```
28
C11H15NO wB97M-V/def2-TZVPD
C 0.67839 0.11292 3.27518
C -0.40512 -0.66027 1.57354
C 0.76164 -0.13611 1.14221
C -2.71070 -1.29795 1.69606
C 2.35295 -0.98284 -0.86036
C -1.62460 -1.20222 0.91306
C 1.59043 0.06511 -0.64722
C -1.50200 -1.85544 -0.37737
C 0.61405 1.15299 -2.65801
C 0.07026 2.17510 -0.39552
C 1.13423 1.36168 -1.27468
N -0.41025 -0.50238 2.99741
O 1.51153 0.25615 2.19221
H 0.98181 0.50126 4.26477
H -3.63895 -1.79586 1.25014
H -2.95301 -0.87110 2.69402
H 2.85136 -0.96819 -1.85282
H 2.42608 -1.75419 -0.23041
H -0.70214 -2.53437 -0.36586
H -2.52609 -2.20277 -0.75423
H -1.12004 -1.09341 -1.22616
H 0.75492 2.02818 -3.29987
H -0.42134 1.08845 -2.65709
H 0.79872 0.18780 -3.21437
H 0.39461 3.19373 -0.44856
H -0.88954 2.07956 -1.07027
H -0.05077 1.80560 0.61709
H 2.03356 1.84860 -1.28287
```

***

Run two
Density functional theory data (wB97M-V/def2-TZVPD) for an isolated molecule of C11H15NO.

Highest occupied orbital energy (eV): -8.364
Net charge: 0

The geometry in XYZ format:
```
28
C11H15NO wB97M-V/def2-TZVPD
C 3.71360 -1.49923 -0.10793
O 2.36003 -1.15816 0.03699
C 1.76494 0.01426 -0.24859
C 2.41324 1.32929 -0.05066
C 1.58540 2.53482 0.11601
C 0.18777 2.40704 -0.10720
C -0.54207 1.19732 -0.16050
C 0.40858 0.11576 -0.14285
C -0.22812 -1.20902 0.03466
C -1.70892 -1.51958 -0.11513
C -2.51344 -0.27109 0.47431
N -3.98716 -0.24067 -0.08022
C -2.05370 1.12301 -0.18856
H 3.74779 -2.66955 0.35781
H 4.41237 -1.39833 -1.05492
H 4.29405 -0.69625 0.65087
H 3.45726 1.69363 0.40580
H 2.27733 3.41749 0.42311
H -0.49154 3.46180 0.20959
H -0.04760 -1.89286 1.07660
H 0.56785 -1.77294 -0.45788
H -2.19163 -1.70077 -1.14433
H -1.64730 -2.76349 0.36628
H -2.54942 -0.20743 1.51464
H -4.51090 -1.13982 0.14358
H -3.96046 -0.18688 -1.01311
H -2.43634 1.04225 -1.20129
H -2.32162 1.98940 0.26292
```

***

Run three
Density functional theory data (wB97M-V/def2-TZVPD) for a cluster of 2 separate species, C11H15NO in total.

Highest occupied orbital energy (eV): -7.910
Net charge: 0

The geometry in XYZ format:
```
28
C11H15NO wB97M-V/def2-TZVPD
C -1.93188 -2.11325 -1.17531
C -0.91647 -1.59577 -0.19645
C 0.47683 -1.63031 -0.38013
N 1.05986 -0.84034 0.68082
C 0.00332 -0.25717 1.43760
C -0.01215 0.92406 2.23738
C -1.26274 1.33737 2.73554
C -2.43094 0.61113 2.55393
C -2.43873 -0.41550 1.57855
C -1.25950 -0.83168 0.99283
H -2.61746 -3.01133 -0.95438
H -1.50306 -2.30420 -2.16906
H -2.69031 -1.35606 -1.16735
H 1.12671 -2.26311 -1.06998
H 2.03786 -0.98223 0.91977
H 0.90608 1.54544 2.50442
H -1.34609 2.22749 3.41873
H -3.25189 0.85578 3.17557
H -3.40264 -0.85887 1.33676
C 2.97979 1.36033 -1.37748
C 1.91343 1.26192 -2.39668
O 0.55325 1.48523 -1.85215
H 3.96053 1.04181 -1.90508
H 2.96345 0.65159 -0.48541
H 3.02003 2.32189 -0.90694
H 1.98376 2.01602 -3.25223
H 1.79255 0.20640 -2.73787
H 0.28643 0.61336 -1.54539
```

***

Least stable of them? run two.

***

Run one
Density functional theory data (wB97M-V/def2-TZVPD) for an isolated molecule of CH2N2O2.

Highest occupied orbital energy (eV): -10.115
Net charge: 0

The geometry in XYZ format:
```
7
CH2N2O2 wB97M-V/def2-TZVPD
O -1.12788 1.68654 -0.10676
C -0.99529 0.52451 0.00873
N 0.20117 -0.29250 0.15134
N 1.52648 0.11463 0.01904
O 2.33611 -0.73901 0.05239
H -1.95655 -0.09939 -0.03416
H 0.01596 -1.19478 -0.09057
```

***

Run two
Density functional theory data (wB97M-V/def2-TZVPD) for a cluster of 2 separate species, CH2N2O2 in total.

Highest occupied orbital energy (alpha / beta) (eV): -10.547 / -10.547
Net charge: 0

The geometry in XYZ format:
```
7
CH2N2O2 wB97M-V/def2-TZVPD
C 0.88257 -0.07647 0.36412
N -0.04578 0.90772 0.40107
N -0.41319 -0.56972 0.37994
O 2.02749 -0.39684 0.30557
O -1.23271 -0.90052 -0.67837
H -0.62699 1.32289 1.15884
H -0.59140 -0.28705 -1.93116
```

***

Least stable of them? run two.

***

Run one
Density functional theory data (wB97M-V/def2-TZVPD) for an isolated molecule of CH2N2O2.

Highest occupied orbital energy (eV): -9.668
Net charge: 0

The geometry in XYZ format:
```
7
CH2N2O2 wB97M-V/def2-TZVPD
H -1.92898 1.51685 0.14307
N -1.39230 0.84126 0.62252
N -0.44436 0.45956 -0.08822
C 0.71752 -0.21207 0.16848
O 1.47604 0.53020 0.72905
O 1.03052 -1.41149 -0.39941
H 0.54156 -1.72432 -1.17549
```

***

Run two
Density functional theory data (wB97M-V/def2-TZVPD) for a cluster of 2 separate species, CH2N2O2 in total.

Highest occupied orbital energy (eV): -10.680
Net charge: 0

The geometry in XYZ format:
```
7
CH2N2O2 wB97M-V/def2-TZVPD
O 2.35389 -0.49603 -0.00554
C 1.17921 -0.22420 -0.02976
O 0.76785 1.06181 0.02122
H 0.35971 -0.96977 -0.11938
H -0.20693 1.04227 0.08851
N -2.73894 -0.00113 -0.11039
N -1.71479 -0.41296 0.15534
```

***

Run three
Density functional theory data (wB97M-V/def2-TZVPD) for a cluster of 2 separate species, CH2N2O2 in total.

Highest occupied orbital energy (alpha / beta) (eV): -9.741 / -9.847
Net charge: 0

The geometry in XYZ format:
```
7
CH2N2O2 wB97M-V/def2-TZVPD
C -0.61379 -0.27080 -0.68399
N -1.01742 -0.37896 0.59065
N -0.32386 0.82711 0.13639
O -0.37290 -0.76702 -1.72525
O 0.75677 1.17267 0.61367
H -0.69626 -1.07007 1.14284
H 2.26746 0.48708 -0.07431
```

***

Least stable of them? run three.